A structure of composition C35H22N9O6V at a distorted geometry. Source: OMol25; level of theory: ωB97M-V with the def2-TZVPD basis set.

The geometry in XYZ format:
```
73
Properties=species:S:1:pos:R:3:forces:R:3:mulliken_spin:R:1
V 0.21533 -0.65794 0.96605 -0.5159 -0.0399 0.0746 1.99
C 3.43809 -1.95522 -2.55953 -0.0179 0.0686 -0.1664 0.00
C 3.47198 -1.28708 -1.34090 0.4155 0.5042 -0.1322 0.01
N 2.62774 -0.30276 -1.07044 0.2060 0.1081 -0.0388 0.01
C 1.72513 -0.01347 -2.00151 -0.1701 0.1125 -0.0903 -0.07
C 1.68590 -0.69233 -3.21182 -0.0002 -0.0012 0.0532 0.01
N 2.55725 -1.65336 -3.50483 0.0111 -0.0241 0.0038 0.00
C 0.72087 1.03242 -1.65826 0.2298 -0.3321 -0.0481 0.03
C 0.30262 1.93359 -2.60582 -0.0836 0.1921 0.0029 0.14
C -0.66252 2.90309 -2.24538 0.0536 -0.0228 -0.3654 -0.01
C -1.12044 2.92505 -0.95976 0.0277 -0.0770 0.3008 0.04
C -0.65602 1.97115 -0.01794 -0.0473 0.1460 -0.1711 0.12
N 0.25220 1.01650 -0.39824 -0.3415 0.2693 0.1322 0.15
C -1.11162 1.91679 1.33279 -0.0140 0.0959 0.0155 0.10
C -1.97840 2.87682 1.91401 0.0645 -0.0446 -0.1383 -0.01
N -2.34424 2.87271 3.16388 0.0476 -0.1201 0.1465 0.09
C -1.82533 1.85678 3.92793 -0.1035 0.1647 0.0032 0.17
C -1.01727 0.89545 3.40390 0.1325 -0.1667 -0.0985 -0.04
N -0.65598 0.87165 2.10256 -0.2343 0.5618 0.1842 0.16
C -1.16138 3.86791 -3.25767 0.1369 -0.0909 0.1699 -0.02
C -0.32213 4.37936 -4.24124 0.0294 0.0565 -0.0653 0.01
C -0.83047 5.27550 -5.16796 -0.0173 -0.0247 0.0412 0.00
N -2.09698 5.68682 -5.18531 0.0126 -0.0035 0.0062 0.01
C -2.89650 5.19225 -4.24253 0.0230 -0.0136 0.0129 0.00
C -2.48353 4.29451 -3.27078 -0.1029 0.0419 -0.0162 0.02
H 4.13343 -2.76061 -2.76417 0.0130 -0.0126 -0.0065 0.00
H 4.17483 -1.56789 -0.56607 -0.0033 0.1458 -0.2036 0.00
H 0.91447 -0.48346 -3.94281 0.0098 0.0241 -0.0363 0.00
H 0.70602 1.88864 -3.60650 -0.0114 -0.0088 -0.0070 0.02
H -1.82780 3.68078 -0.65096 -0.0232 -0.0115 -0.0270 0.01
H -2.37513 3.67768 1.29909 0.0029 0.0124 0.0166 0.00
H -2.09463 1.83669 4.97450 -0.0239 0.0259 0.0008 0.01
H -0.65097 0.08875 4.02747 0.0075 -0.0259 -0.0369 0.03
H 0.72314 4.10265 -4.27627 -0.0020 -0.0119 -0.0022 0.00
H -0.18215 5.68483 -5.93487 -0.0107 0.0118 -0.0109 0.00
H -3.92820 5.52568 -4.26698 -0.0052 0.0080 -0.0062 0.00
H -3.19426 3.91624 -2.54737 0.0041 -0.0040 -0.0079 0.00
O 0.44323 -2.78814 4.45290 -0.0482 -0.0403 0.0198 0.02
C 0.60107 -2.13481 3.42110 0.1855 0.0013 -0.0469 -0.01
N -0.21199 -2.00421 2.37934 -0.1094 0.1347 0.2198 -0.04
C -1.49158 -2.66606 2.37703 0.0104 0.0013 -0.0904 0.00
C -2.48850 -1.84769 1.58820 0.0944 -0.0103 -0.0573 0.01
C -3.84610 -1.88089 1.87259 -0.0180 -0.0752 -0.0415 0.01
C -4.72201 -1.15576 1.08465 -0.0407 -0.0123 0.0188 0.00
C -4.22430 -0.43306 0.01312 0.0279 -0.0286 -0.0299 0.01
C -2.85774 -0.43934 -0.19799 0.0676 -0.0259 -0.1307 0.01
N -2.00523 -1.10426 0.57887 0.0501 0.0756 0.4290 -0.02
C 1.85065 -1.28905 3.23980 -0.1050 0.0155 -0.0240 0.04
C 2.87042 -1.33406 4.16982 0.0095 -0.0155 -0.0007 -0.01
C 3.96863 -0.51356 3.98940 0.0385 -0.0133 0.0355 0.01
C 4.00454 0.33587 2.89459 -0.0330 0.0227 -0.0475 0.00
C 2.94558 0.32409 2.00563 -0.0105 -0.0902 -0.0092 0.05
N 1.89198 -0.47668 2.17085 0.3722 -0.1302 0.3465 -0.05
H -1.41082 -3.63968 1.87431 -0.0310 -0.0321 0.0356 0.00
H -1.85594 -2.85677 3.38954 0.0082 0.0412 0.0186 0.00
H -4.19842 -2.47194 2.70736 -0.0100 0.0093 0.0011 0.00
H -5.78280 -1.15878 1.30166 0.0018 -0.0046 -0.0052 0.00
H -4.87206 0.12789 -0.64570 -0.0017 -0.0001 0.0038 0.00
H -2.41809 0.09569 -1.03179 0.0109 0.0659 0.0373 0.00
H 2.76539 -2.01701 5.00051 0.0156 0.0094 0.0072 0.00
H 4.79010 -0.53370 4.69458 -0.0013 0.0011 -0.0049 0.00
H 4.84111 0.99697 2.71605 0.0073 -0.0113 0.0139 0.00
H 2.93279 0.94077 1.11853 0.0026 0.0018 -0.0273 0.00
O 1.28085 -6.20693 -2.15171 0.0229 0.0019 -0.0244 0.00
C 1.44774 -5.17529 -1.55221 0.0816 0.0915 0.1282 0.00
C 2.67893 -4.81353 -0.70862 -0.3264 0.1160 -0.1082 0.01
O 3.68943 -5.46651 -0.62308 0.1123 -0.0185 0.0418 0.00
C 2.38049 -3.47978 -0.06036 0.0035 -0.7026 0.0306 0.01
C 1.12460 -3.07134 -0.57598 -0.2092 0.5888 0.4904 0.01
O 0.57326 -1.90269 -0.27449 0.1888 -0.9615 -0.9814 -0.03
C 0.50196 -3.98875 -1.47440 -0.0074 -0.4109 -0.2359 0.01
O -0.56262 -3.88903 -2.07566 0.0781 0.0760 0.1151 0.00
O 3.13238 -2.87814 0.71531 -0.1372 -0.1843 0.3832 0.00
```
Forces are in eV/Å.

Energy above the lowest of the compared OMol25 structures with the same formula, charge and spin, kcal per mole: 4.74
Charge: -1
HOMO-LUMO gap (alpha / beta), eV: 5.38 / 5.75
Maximum force, hartree/bohr: 0.027
2S+1: 4


A structure of composition C35H24AgAsF5N3O at a distorted geometry. Source: OMol25; level of theory: ωB97M-V with the def2-TZVPD basis set.

The geometry in XYZ format:
```
70
Properties=species:S:1:pos:R:3:forces:R:3:mulliken_charge:R:1
Ag -1.40494 1.53525 -0.19738 -0.5851 0.3600 0.1526 -0.05
C -3.82481 -2.43879 -1.18484 -0.0336 -0.0571 0.0221 -0.88
C -3.15925 -1.22949 -1.09143 0.0166 0.0292 0.0644 -0.32
N -2.52429 -0.84609 0.01785 0.0774 0.0848 -0.1562 0.06
C -2.52398 -1.65882 1.06573 0.0797 -0.0789 0.0849 -0.45
C -3.15589 -2.90223 1.07755 -0.0742 0.0221 -0.1975 0.51
C -3.83686 -3.27381 -0.07883 0.0777 0.0238 -0.0226 -0.29
C -3.26710 -3.73299 2.28659 0.2027 0.0011 0.2797 -0.77
C -2.36213 -4.06257 3.21744 -0.1976 0.0144 -0.2757 -0.62
C -0.89889 -3.90857 3.22640 0.2804 0.0046 0.1042 0.95
C -0.21251 -4.10227 4.42676 -0.0614 0.0753 -0.0572 -0.68
C 1.16643 -4.01253 4.39880 -0.0451 -0.0013 -0.0157 -0.16
N 1.83807 -3.77661 3.27632 0.1052 0.0023 -0.0390 -0.60
C 1.09861 -3.62603 2.18350 -0.0282 0.0549 0.0242 -0.06
N -0.22227 -3.67362 2.09585 -0.2832 0.0615 -0.0841 -0.33
H -4.34185 -2.71104 -2.09477 0.0064 0.0134 -0.0020 0.43
H -3.14138 -0.52507 -1.91612 -0.0156 -0.0237 -0.0088 0.37
H -2.01096 -1.29240 1.94593 0.0534 -0.0351 0.0634 0.49
H -4.37101 -4.21629 -0.11109 -0.0022 0.0040 0.0084 0.48
H -4.27681 -4.09456 2.45695 -0.0127 0.0277 0.1058 0.40
H -2.73678 -4.57766 4.09499 -0.0344 -0.0808 -0.0435 0.28
H -0.74889 -4.30993 5.34235 0.0320 0.0024 0.0239 0.36
H 1.76396 -4.13808 5.29494 -0.0638 -0.0116 0.0379 0.41
H 1.63846 -3.44669 1.26073 -0.0190 0.0276 -0.0760 0.41
F -3.59941 2.60511 -2.73128 -0.0433 0.0015 -0.0532 -0.30
C -3.69103 3.37707 -1.61696 0.2928 -0.2952 0.0932 1.43
C -2.88566 3.09650 -0.53112 0.0498 0.1233 0.1860 -1.96
C -3.07807 3.95590 0.53839 0.1360 -0.2472 -0.1723 1.60
F -2.34075 3.78653 1.66666 -0.0203 0.0548 0.0474 -0.29
C -3.98058 5.00379 0.55398 -0.0062 0.0347 0.0337 -0.19
F -4.11298 5.79508 1.62973 -0.0135 0.0301 -0.0026 -0.31
C -4.75891 5.23734 -0.56560 0.1455 -0.1651 -0.0051 0.87
F -5.63456 6.24477 -0.58705 -0.0915 0.0847 0.0044 -0.32
C -4.61229 4.40966 -1.66360 -0.0167 -0.0099 -0.0677 -0.19
F -5.36398 4.61997 -2.75587 -0.0147 0.0272 -0.0059 -0.31
O 0.47919 0.78513 0.76871 -0.6721 -0.0622 0.2558 -0.88
As 1.73700 0.69652 -0.28128 0.8992 -0.0035 -0.6384 1.76
C 1.52017 1.99443 -1.69493 0.0062 0.0416 0.1910 0.60
C 1.62467 1.64406 -3.03573 0.0802 -0.0529 0.0650 -0.36
C 1.36466 2.59257 -4.01349 -0.0196 0.0265 -0.0551 -0.73
C 1.00114 3.88254 -3.65524 0.0093 -0.0046 0.0143 -0.52
C 0.88695 4.23087 -2.31647 0.0057 0.0271 -0.0349 -0.80
C 1.14020 3.28644 -1.33636 -0.0098 -0.0690 0.0937 -0.52
C 3.37780 0.99751 0.68722 -0.0910 -0.1081 -0.1409 0.45
C 4.23390 -0.05677 0.98150 -0.1220 -0.0164 -0.0345 -0.22
C 5.36430 0.17121 1.75197 0.0790 -0.0285 0.0069 -0.72
C 5.63490 1.44469 2.22949 -0.0134 -0.0240 0.0036 -0.44
C 4.77187 2.49468 1.94575 0.0354 0.0295 0.0046 -0.74
C 3.64152 2.27244 1.17760 -0.0863 -0.0110 -0.0705 -0.46
C 1.80323 -0.99933 -1.19134 -0.0629 -0.0366 0.1283 -0.16
C 2.90768 -1.49412 -1.87907 -0.0062 0.1520 0.0542 -0.04
C 2.80328 -2.70253 -2.55062 0.0777 -0.0598 -0.0617 -0.71
C 1.60618 -3.40795 -2.54640 -0.0611 0.0110 0.0198 -0.55
C 0.50346 -2.90870 -1.86778 0.0536 -0.0625 -0.0092 -0.25
C 0.60679 -1.70545 -1.18783 -0.0072 0.0441 0.1630 -0.67
H 1.89513 0.63432 -3.31773 -0.0148 0.0041 -0.0255 0.37
H 1.43020 2.32062 -5.05891 0.0185 -0.0095 0.0079 0.41
H 0.79306 4.61701 -4.42224 -0.0099 -0.0072 -0.0004 0.40
H 0.58306 5.23147 -2.03927 -0.0123 -0.0149 0.0196 0.41
H 1.00498 3.53610 -0.29058 -0.0284 0.0604 -0.0071 0.52
H 4.00479 -1.05546 0.62953 0.0649 0.0002 0.0098 0.36
H 6.03394 -0.64802 1.97927 -0.0201 -0.0022 0.0198 0.41
H 6.51422 1.61761 2.83628 0.0067 0.0051 -0.0199 0.38
H 4.98166 3.48661 2.32398 -0.0238 -0.0066 0.0097 0.41
H 2.95422 3.08345 0.97314 0.0556 0.0514 -0.0074 0.25
H 3.83732 -0.93662 -1.89339 0.0228 -0.0462 -0.0202 0.51
H 3.65798 -3.10095 -3.08227 0.0083 0.0295 0.0094 0.40
H 1.53468 -4.35140 -3.07231 0.0160 0.0099 -0.0054 0.40
H -0.43127 -3.45508 -1.85400 0.0151 0.0030 0.0030 0.44
H -0.22964 -1.30874 -0.62869 -0.0867 -0.0290 0.0006 0.34
```
Forces are in eV/Å.

Energy above the lowest of the compared OMol25 structures with the same formula, charge and spin, kcal per mole: 6.73
Charge: 0
HOMO-LUMO gap, eV: 7.67
Maximum force, hartree/bohr: 0.021
2S+1: 1